[1]
The following is a quantum chemistry calculation of a single C7H9N2OP molecule, from OMol25.

```
20
C7H9N2OP | OMol25 | ωB97M-V/def2-TZVPD
P -0.502 1.099 -0.469
O -1.251 2.013 -1.320
N 0.145 -0.215 -1.292
N 0.897 -1.387 -3.000
C 0.556 1.004 2.005
C 0.671 -1.358 -0.749
C 0.282 -0.298 -2.647
C -1.545 0.311 0.871
C 0.918 1.563 0.856
C -0.670 0.189 2.103
C 1.123 -2.041 -1.848
H -1.337 0.504 3.030
H -1.867 -0.790 0.488
H -0.130 0.494 -3.169
H 0.686 -1.418 0.396
H 1.746 -2.998 -1.902
H -0.403 -0.881 2.514
H 1.242 1.043 2.867
H -2.312 1.107 0.971
H 1.751 2.060 0.293
```

Summary:
Maximum force: 4.21 eV/Å
SMILES: O=[P@@]1(n2ccnc2)C=CCC1
LUMO: 0.7 eV


[2]
The following is a quantum chemistry calculation of a molecular structure, C9H6Cl2NNaO8P2, from OMol25.

```
29
C9H6Cl2NNaO8P2 | OMol25 | ωB97M-V/def2-TZVPD
Cl 1.226 3.453 3.249
Cl -3.714 3.537 1.131
P 0.620 -2.923 0.706
P 2.953 -2.696 -0.984
Na 1.979 -0.450 0.470
O 1.321 -2.797 -0.778
O 2.933 -2.709 -2.638
O 1.835 1.568 1.038
O -0.902 -2.470 0.236
O 1.156 -1.851 1.588
O 0.528 -4.336 1.146
O 3.395 -1.320 -0.588
O 3.658 -3.896 -0.502
N 0.063 0.573 -0.789
C -1.706 1.953 0.125
C -2.587 1.397 -0.828
C 0.644 1.953 1.070
C -0.359 1.489 0.105
C 0.131 2.872 2.026
C -0.787 0.056 -1.639
C -2.076 2.904 1.097
C -1.175 3.343 2.036
C -2.135 0.445 -1.699
H -1.334 -3.317 0.053
H -1.479 4.054 2.793
H -2.803 -0.019 -2.414
H -3.620 1.721 -0.841
H -0.400 -0.716 -2.296
H 2.635 -1.818 -2.873
```

Summary:
Maximum force: 1.69 eV/Å
Net charge: -2
LUMO: 4.2 eV


[3]
The following is a quantum chemistry calculation of a single C4H7NO2 molecule, from OMol25.

```
14
C4H7NO2 | OMol25 | ωB97M-V/def2-TZVPD
O 1.545 -0.991 -0.274
O -1.008 1.224 -1.421
N -1.377 -1.073 -1.337
C 0.088 0.072 1.520
C 0.874 1.210 0.825
C -0.752 0.059 -1.085
C 0.552 -0.042 0.111
H -0.963 0.138 1.746
H 0.186 2.047 0.473
H 1.810 1.328 1.200
H -1.019 -1.940 -0.962
H -2.212 -0.951 -1.927
H 0.511 -0.394 2.288
H 1.765 -0.687 -1.156
```

Summary:
Maximum force: 6.09 eV/Å
SMILES: NC(=O)C1(O)CC1
LUMO: 0.7 eV


[4]
The following is a quantum chemistry calculation of 23 unconnected molecules or ions with the total composition C59H168ClF9N19O38S3, from OMol25.

```
297
C59H168ClF9N19O38S3 | OMol25 | ωB97M-V/def2-TZVPD
Cl -32.875 2.489 -11.522
S -26.802 4.592 -11.085
S -30.678 16.190 -14.008
S -28.801 0.330 -18.753
F -26.108 3.741 -13.548
F -32.180 14.892 -15.886
F -26.577 5.859 -13.365
F -28.514 -0.552 -16.224
F -29.935 0.952 -16.433
F -30.007 14.179 -15.768
F -24.718 5.092 -12.682
F -31.500 13.603 -14.250
F -27.968 1.541 -16.403
O -29.072 1.713 -19.288
O -31.730 16.168 -13.031
O -28.287 0.474 -11.946
O -34.039 10.072 -10.991
O -29.779 9.233 -14.376
O -32.459 12.245 -17.678
O -35.711 7.575 -14.280
O -26.187 5.638 -10.222
O -27.017 6.753 -6.655
O -29.595 11.442 -19.678
O -25.730 14.887 -16.872
O -28.272 4.743 -11.181
O -28.457 11.308 -17.932
O -29.941 -0.608 -18.900
O -31.782 4.389 -16.684
O -26.458 3.264 -10.599
O -32.309 8.873 -11.130
O -31.103 6.105 -9.557
O -27.589 9.420 -11.822
O -32.594 6.343 -16.836
O -28.940 9.535 -18.964
O -25.467 11.101 -8.556
O -33.638 11.108 -16.365
O -37.698 2.219 -12.589
O -31.771 9.417 -21.222
O -32.673 10.436 -12.450
O -27.529 -0.304 -19.262
O -31.207 5.688 -18.276
O -27.284 6.082 -16.737
O -25.973 8.715 -12.954
O -31.389 13.672 -22.466
O -29.335 15.978 -13.455
O -30.927 17.220 -15.043
O -34.602 12.462 -17.560
O -29.716 12.983 -10.211
O -35.228 13.924 -11.158
O -26.482 10.767 -12.991
O -35.080 3.630 -15.350
N -34.683 12.304 -13.590
N -29.900 7.321 -12.036
N -33.002 9.776 -11.509
N -32.704 2.004 -15.036
N -30.002 3.458 -9.339
N -28.984 10.757 -18.864
N -26.577 0.378 -9.590
N -38.274 8.646 -14.280
N -24.819 5.147 -7.582
N -30.787 12.273 -7.516
N -26.685 9.666 -12.577
N -33.556 12.014 -17.142
N -36.068 2.682 -10.340
N -24.954 7.389 -15.523
N -26.876 12.350 -15.737
N -31.060 14.086 -19.500
N -23.648 12.665 -7.275
N -32.161 9.243 -18.323
N -31.872 5.469 -17.248
C -29.008 4.070 -7.204
C -25.354 14.221 -6.416
C -38.320 2.056 -13.900
C -33.101 8.529 -19.277
C -32.418 14.372 -20.258
C -26.959 -0.015 -11.990
C -33.170 15.418 -19.419
C -32.086 14.706 -21.746
C -31.162 14.556 -15.059
C -27.110 14.814 -16.385
C -29.533 13.542 -11.455
C -35.904 5.145 -10.823
C -27.413 -1.935 -10.304
C -30.725 8.091 -14.331
C -30.110 6.944 -13.479
C -26.374 10.331 -9.320
C -26.494 -0.692 -10.704
C -32.529 5.829 -9.227
C -24.826 5.956 -6.291
C -34.882 14.130 -9.770
C -36.822 3.895 -10.899
C -33.050 9.177 -20.645
C -37.285 8.927 -15.378
C -34.441 8.439 -18.581
C -34.031 1.371 -15.386
C -28.750 0.594 -16.835
C -37.225 3.565 -12.408
C -30.875 5.577 -13.403
C -26.309 14.199 -13.986
C -28.434 5.429 -16.373
C -25.931 8.116 -16.444
C -35.597 4.605 -16.168
C -35.955 14.375 -14.109
C -30.151 4.341 -8.075
C -25.141 12.767 -6.751
C -25.447 8.067 -17.903
C -34.651 13.834 -13.513
C -30.316 11.242 -8.570
C -30.269 11.697 -10.060
C -28.754 1.073 -13.219
C -27.303 7.439 -16.253
C -34.535 0.780 -13.962
C -34.190 14.245 -12.137
C -34.399 7.351 -13.673
C -30.332 10.405 -14.949
C -25.666 7.230 -6.541
C -37.740 10.206 -16.110
C -27.955 7.836 -6.809
C -23.296 6.151 -6.082
C -30.110 5.765 -8.590
C -27.174 13.844 -15.223
C -25.563 14.920 -18.347
C -35.003 2.369 -16.076
C -31.819 10.072 -22.458
C -31.130 9.962 -8.398
C -35.908 8.879 -14.756
C -26.015 4.810 -12.805
C -31.240 13.713 -23.851
C -26.136 12.176 -7.860
H -24.684 6.547 -16.012
H -25.850 9.379 -9.397
H -27.813 14.348 -17.076
H -33.286 13.686 -11.894
H -27.542 11.999 -16.410
H -38.016 9.045 -13.389
H -29.197 8.045 -12.066
H -25.108 14.901 -7.231
H -35.904 14.209 -15.185
H -33.054 14.938 -22.190
H -32.000 1.281 -15.045
H -28.734 0.256 -13.941
H -28.731 4.829 -17.232
H -23.324 11.709 -7.255
H -36.249 1.748 -10.681
H -31.094 4.208 -7.545
H -28.472 -1.687 -10.232
H -34.365 6.340 -13.266
H -31.280 11.626 -10.463
H -33.812 14.089 -14.160
H -29.208 4.571 -6.257
H -29.790 1.414 -13.217
H -30.511 13.860 -11.816
H -24.806 4.162 -7.359
H -35.467 11.917 -13.083
H -30.821 12.840 -24.352
H -33.821 11.828 -13.367
H -29.632 11.189 -14.660
H -28.166 13.685 -14.802
H -39.388 2.272 -13.908
H -28.701 3.039 -7.025
H -36.395 6.051 -11.179
H -37.361 8.177 -16.166
H -30.690 7.778 -11.603
H -36.075 2.589 -9.334
H -27.160 -2.488 -9.399
H -32.298 9.436 -23.202
H -35.680 13.663 -9.193
H -29.289 11.072 -8.245
H -35.092 2.766 -10.587
H -24.134 7.973 -15.443
H -37.747 2.609 -14.644
H -36.852 13.986 -13.627
H -33.996 13.555 -9.500
H -23.139 6.603 -5.102
H -35.987 15.430 -13.835
H -37.142 10.189 -17.022
H -25.207 7.080 -18.298
H -29.663 11.006 -10.646
H -30.597 14.521 -24.202
H -29.076 6.036 -8.801
H -24.149 5.300 -8.322
H -34.746 12.024 -14.559
H -30.657 13.165 -19.596
H -37.677 3.906 -10.222
H -33.906 15.993 -19.982
H -26.002 12.290 -16.239
H -33.596 10.120 -20.639
H -39.095 9.137 -14.603
H -34.876 1.556 -13.277
H -31.102 7.706 -15.278
H -36.372 3.780 -13.051
H -31.887 5.783 -13.053
H -31.299 14.098 -18.518
H -30.479 11.981 -6.600
H -30.844 5.082 -14.374
H -30.908 9.158 -9.101
H -28.945 14.433 -11.234
H -37.499 11.104 -15.541
H -27.757 8.463 -5.940
H -29.590 3.935 -10.128
H -24.679 8.791 -18.173
H -25.560 7.963 -5.742
H -26.388 15.499 -18.761
H -31.633 8.329 -13.776
H -25.644 5.283 -8.149
H -35.670 5.209 -9.760
H -35.481 0.281 -14.174
H -29.683 2.533 -9.090
H -22.591 5.344 -6.278
H -30.436 13.203 -7.696
H -32.866 6.402 -8.364
H -30.361 4.937 -12.686
H -31.534 15.635 -21.895
H -33.732 8.643 -21.306
H -36.671 4.435 -16.097
H -31.302 10.690 -14.541
H -31.056 9.672 -7.350
H -32.255 13.813 -24.235
H -26.331 0.834 -12.262
H -33.780 15.254 -12.158
H -25.406 14.747 -14.258
H -35.347 4.707 -17.224
H -34.834 15.177 -9.470
H -27.373 15.834 -16.105
H -27.678 7.474 -15.230
H -33.748 0.514 -15.997
H -24.556 15.261 -18.590
H -32.388 2.821 -15.540
H -26.820 14.921 -13.349
H -28.098 1.927 -13.388
H -35.263 9.150 -15.593
H -25.620 13.925 -18.788
H -34.977 5.105 -11.396
H -29.496 6.540 -11.539
H -24.858 14.568 -5.509
H -38.027 4.168 -12.834
H -27.965 8.379 -7.754
H -26.848 11.710 -14.956
H -26.895 -0.684 -12.848
H -33.686 7.622 -14.452
H -25.439 -0.953 -10.785
H -28.372 4.761 -15.513
H -33.816 0.166 -13.421
H -27.536 0.435 -9.280
H -25.189 12.156 -5.850
H -33.152 6.003 -10.104
H -33.616 15.068 -18.488
H -23.629 12.879 -8.262
H -30.960 3.299 -9.615
H -26.024 13.384 -13.321
H -23.003 6.894 -6.824
H -25.941 9.111 -16.000
H -27.053 11.867 -7.358
H -27.350 -2.748 -11.028
H -29.017 7.601 -6.739
H -28.134 4.566 -7.626
H -28.030 8.071 -16.764
H -26.037 0.093 -8.785
H -32.586 4.779 -8.939
H -38.770 10.385 -16.416
H -28.990 12.882 -12.132
H -30.305 6.497 -7.807
H -35.672 9.613 -13.986
H -26.232 1.309 -9.775
H -31.793 12.314 -7.427
H -34.176 7.893 -12.754
H -29.250 6.101 -16.106
H -38.503 7.678 -14.102
H -38.101 1.031 -14.198
H -32.771 2.344 -14.088
H -30.797 10.289 -22.768
H -32.403 10.992 -22.420
H -25.282 7.085 -14.618
H -34.554 2.480 -17.063
H -32.635 7.545 -19.213
H -25.335 7.753 -7.439
H -36.005 1.940 -16.072
H -35.136 7.656 -18.884
H -32.552 10.083 -17.921
H -30.425 14.834 -19.739
H -30.453 10.025 -15.963
H -34.951 9.398 -18.671
H -26.220 8.288 -18.639
H -31.247 9.462 -18.692
H -32.162 10.098 -8.723
H -32.114 8.683 -17.484
H -34.346 8.222 -17.517
H -26.493 12.905 -8.587
H -27.352 10.153 -8.873
H -25.276 5.429 -5.450
H -32.446 16.169 -19.103
H -35.309 5.589 -15.799
H -22.908 13.160 -6.798
H -26.471 10.870 -10.263
H -29.137 6.686 -13.898
H -26.399 14.442 -6.199
H -33.091 13.516 -20.219
```

Summary:
Maximum force: 5.92 eV/Å
Net charge: +5
LUMO: -9.2 eV